--- w ---
Here is C6H8O3 as an isolated structure from the OMol25 dataset. Energies are from ωB97M-V/def2-TZVPD.

Last column: natural (NBO) charge in e.
Positions of all 17 atoms, in Å:
C 0.3171 -1.2335 -1.3889  -0.685
C -0.8675 -0.8217 1.4155  -0.617
C 1.6056 0.6465 0.0510  0.512
C 0.4492 1.2402 0.7172  0.280
C 0.0830 0.2387 -1.1239  0.508
C -0.7171 0.4189 0.5679  -0.378
O 0.3977 2.5642 0.5292  -0.615
O 2.7125 0.2713 0.1853  -0.447
O -0.2824 1.0600 -1.9417  -0.640
H -0.4411 2.8275 0.1129  0.500
H -1.6373 0.9695 0.3822  0.223
H -0.6354 -1.6889 -1.6630  0.237
H 1.0068 -1.3065 -2.2298  0.243
H 0.7366 -1.7641 -0.5394  0.226
H -1.2900 -0.5691 2.3917  0.222
H 0.0915 -1.3089 1.5988  0.212
H -1.5294 -1.5440 0.9351  0.217

Summary:
- charge = 0
- LUMO level (alpha / beta) (Ha) = -0.0034 / -0.0034

---

--- x ---
Here is one molecule with the formula C6H8O3 from the OMol25 dataset. Energies are from ωB97M-V/def2-TZVPD.

Last column: natural (NBO) charge in e.
Positions of all 17 atoms, in Å:
C 0.6517 -2.5640 0.0615  -0.356
C -0.2471 -1.8029 -0.5619  -0.229
C -0.4034 -0.3261 -0.2765  -0.042
C -1.4404 0.4405 -0.3493  -0.177
C -1.3587 1.9319 0.1488  -0.610
C 1.1818 0.3819 -0.0064  0.699
O 1.5136 0.2357 1.3160  -0.704
O 2.1747 0.4081 -0.9844  -0.251
O 1.3732 1.5169 -0.7277  -0.273
H 0.6017 -3.6085 0.1794  0.201
H 1.5086 -2.0859 0.6094  0.193
H -0.9598 -2.3648 -1.0918  0.206
H -2.3554 0.1206 -0.8112  0.212
H -2.2238 2.1065 0.8276  0.217
H -0.3467 2.0223 0.6151  0.206
H -1.5582 2.5419 -0.6216  0.212
H 1.8881 1.0458 1.6730  0.496

Summary:
- charge = 0
- SMILES string = C=C/C(=C/C)C1(O)OO1
- LUMO level (Ha) = 0.0294

---

--- y ---
Here is one molecule with the formula C6H8O3 from the OMol25 dataset. Energies are from ωB97M-V/def2-TZVPD.

Last column: natural (NBO) charge in e.
Positions of all 17 atoms, in Å:
C -1.3017 -0.1054 -1.4205  -0.425
C -0.4063 -1.0933 -1.3412  0.195
O -0.6377 -2.2583 -2.0570  -0.670
C 0.8821 -1.0408 -0.5693  0.546
O 1.6687 -1.9789 -0.7373  -0.533
C 1.2199 0.1378 0.3023  -0.617
C 0.2650 0.3362 1.4493  0.599
C -0.3688 1.6933 1.6149  -0.726
O 0.0087 -0.5722 2.2391  -0.523
H -1.1979 0.8531 -0.9344  0.201
H -2.1982 -0.2467 -2.0188  0.224
H 0.1542 -2.8162 -1.8944  0.500
H 2.2164 -0.0161 0.7332  0.275
H 1.2855 1.0315 -0.3251  0.241
H -0.0131 2.1539 2.5388  0.252
H -0.1212 2.3482 0.7759  0.209
H -1.4555 1.5740 1.6446  0.251

Summary:
- charge = 0
- SMILES string = C=C(O)C(=O)CC(C)=O
- LUMO level (Ha) = -0.0033

---

Energies relative to the most stable structure, in kJ/mol: w 303.1; x 507.9; y 0.0.